No. 1
The following is a quantum chemistry calculation of a molecular structure, C6H10Cl2 in a non-equilibrium geometry, from the OMol25 dataset.

Summary:
HOMO	-9.2	eV
E	-31421.3568	eV
lowest unoccupied orbital energy	0.45	eV
ΔE to the lowest compared entry with this formula, charge and spin	177.2	kcal/mol
frontier orbital gap	9.6	eV

Each line ends with the Mulliken charge.
CARTESIAN COORDINATES (ANGSTROEM)
C 1.47559 -0.46478 -1.63472  -0.5352
C 1.20960 0.54484 -0.40850  -0.9746
C -0.20995 0.38452 -0.15657  -0.1223
C -1.23153 0.99466 -0.84884  -0.2990
C -0.74560 -0.58560 0.75002  0.6754
C -0.65156 -0.27452 2.21067  -0.9511
H 2.63691 0.04592 -2.06213  0.2348
H 1.52336 -1.52908 -0.92182  0.2394
H 0.51040 -0.54755 -2.60165  0.2218
H 1.38253 1.68468 -0.61688  0.4621
H 1.52877 0.28749 0.56745  0.3154
H -2.40870 0.57858 -0.85286  0.2566
H -1.80983 -0.27073 0.65231  0.0589
H -2.05108 -0.40422 2.76634  0.2418
H -0.44457 0.91706 2.16441  0.2762
H 0.35159 -1.17790 2.69488  0.2432
Cl -0.71150 2.02765 -2.17443  -0.1796
Cl -0.35444 -2.21103 0.47229  -0.1637

No. 2
The following is a quantum chemistry calculation of a molecular structure, C6H10Cl2Si in a non-equilibrium geometry, from the OMol25 dataset.

Summary:
HOMO	-9.3	eV
E	-39307.2704	eV
lowest unoccupied orbital energy	0.78	eV
ΔE to the lowest compared entry with this formula, charge and spin	55.4	kcal/mol
frontier orbital gap	10.1	eV

Each line ends with the Mulliken charge.
CARTESIAN COORDINATES (ANGSTROEM)
C -0.38505 -0.26602 0.61076  0.3469
C 0.68766 -0.21911 -0.15144  0.2225
C -1.71364 0.22984 -0.03565  -1.0001
C 0.00290 0.53985 -1.82588  -0.7482
C -1.24942 1.07997 -1.28407  -0.4470
C -0.43720 -0.76682 2.01558  -1.3035
Si 2.47390 -0.64243 0.16359  0.4546
Cl 3.65482 -0.62884 -1.39824  -0.2146
Cl 3.01908 0.86424 1.46987  -0.2764
H -2.11914 -0.65957 -0.41256  0.3362
H -2.29103 0.62407 0.71168  0.5384
H 0.55122 1.30647 -2.38045  0.3306
H -0.02170 -0.33004 -2.44593  0.3640
H -2.17317 1.26319 -1.93710  0.3175
H -1.19969 2.13158 -0.88925  0.2409
H -0.57853 0.01171 2.77150  0.3042
H 0.57950 -1.13498 2.33591  0.3279
H -1.28297 -1.43088 1.92662  0.3261
H 2.48244 -1.97225 0.75507  -0.1199

No. 3
The following is a quantum chemistry calculation of C6H10ClN3 in the gas phase in a non-equilibrium geometry, from the OMol25 dataset.

Summary:
HOMO	-8.8	eV
E	-23374.2211	eV
lowest unoccupied orbital energy	0.62	eV
ΔE to the lowest compared entry with this formula, charge and spin	50.3	kcal/mol
frontier orbital gap	9.4	eV
SMILES string	CC(C)c1nnn(C)c1Cl

Each line ends with the Mulliken charge.
CARTESIAN COORDINATES (ANGSTROEM)
C 0.15977 -0.00484 0.06360  -0.2518
C -1.29805 0.49261 -0.00405  0.5362
C 2.06345 0.71579 -1.28047  -1.3399
C 2.28649 0.14335 1.14211  -1.6708
C -3.44288 -0.83905 -0.00250  -0.7709
C 1.44948 0.77963 0.03706  0.9532
N 0.02459 -1.33844 0.07358  -0.0904
N -1.18375 -1.82195 0.03515  -0.9009
N -2.02090 -0.67504 -0.01150  0.4740
Cl -2.12080 1.91354 0.29751  -0.1962
H 2.88829 -0.06268 -1.31299  0.3107
H 2.61604 1.64126 -1.39070  0.3565
H 1.51804 0.58534 -2.30241  0.2993
H 1.64048 0.02843 2.01919  0.3547
H 3.23635 0.53448 1.36217  0.4132
H 2.38635 -0.93061 0.80235  0.3576
H -3.61871 -1.74525 -0.75630  0.2549
H -3.79317 -1.29200 0.92671  0.3079
H -4.00418 0.02842 -0.24679  0.2974
H 1.21313 1.84702 0.54828  0.3052

No. 4
The following is a quantum chemistry calculation of C6H10ClN3O in the gas phase in a non-equilibrium geometry, from the OMol25 dataset.

Summary:
HOMO (spin up / spin down)	-7.6 / -7.6	eV
E	-25421.0666	eV
lowest unoccupied orbital energy (spin up / spin down)	0.38 / 0.38	eV
ΔE to the lowest compared entry with this formula, charge and spin	18.0	kcal/mol
frontier orbital gap (spin up / spin down)	8.0 / 8.0	eV

Each line ends with the Mulliken charge.
CARTESIAN COORDINATES (ANGSTROEM)
C 1.26855 0.58706 0.44199  -0.9256
C -0.09536 0.27244 0.28951  0.6035
C -0.81207 -1.08483 0.58837  0.4264
C 2.28629 -0.10055 -0.00481  0.2585
C 2.20376 -1.39734 -0.89040  -1.1433
C -2.27674 1.35706 -0.14737  -0.6890
N -0.20817 2.48457 0.14640  -1.1040
N -0.81600 1.39882 0.13194  0.6815
N 0.14158 -1.94516 1.04828  -0.4739
O -1.97890 -1.26479 0.40925  -0.6191
Cl 3.97291 0.52361 0.22038  -0.2447
H 1.52106 1.55187 0.69716  0.5129
H 1.43158 -1.98702 -0.49279  0.4281
H 3.16088 -1.76537 -0.86022  0.4221
H 2.11767 -0.83943 -1.85173  0.2815
H -2.85472 0.88327 0.67503  0.2805
H -2.61209 2.43030 -0.19526  0.2621
H -2.45106 0.80840 -1.04656  0.3035
H -0.71779 3.32816 -0.02249  0.2116
H 1.04448 -1.56768 1.32483  0.3058
H -0.01380 -2.98560 1.22260  0.2216

No. 5
The following is a quantum chemistry calculation of C6H10ClN3S in the gas phase in a non-equilibrium geometry, from the OMol25 dataset.

Summary:
HOMO	-8.6	eV
E	-34208.8393	eV
lowest unoccupied orbital energy	0.79	eV
ΔE to the lowest compared entry with this formula, charge and spin	0.0	kcal/mol
frontier orbital gap	9.3	eV
SMILES string	[H]/N=C(\Cl)C(=C)S[C@H](C)/N=N/C

Each line ends with the Mulliken charge.
CARTESIAN COORDINATES (ANGSTROEM)
C 1.58135 1.09980 0.15108  -1.0398
C 1.02717 0.67769 -0.96558  0.5896
C 1.05206 1.95093 -2.36897  0.3673
C -0.40075 -2.99897 0.06903  -1.3341
C -1.75619 0.85410 2.19622  -0.7933
C 0.01216 -1.55170 0.24759  0.2214
N 0.61313 1.55479 -3.44378  -0.4633
N -0.69795 0.02298 1.70808  0.0133
N -1.04300 -0.77329 0.80582  -0.3626
S 0.25125 -0.78221 -1.43326  -0.1713
Cl 1.68888 3.46700 -1.89144  -0.1748
H 1.65021 0.50644 1.04634  0.3238
H 1.98631 2.09553 0.21910  0.2209
H -1.34173 -3.05521 -0.47239  0.3279
H -0.52145 -3.46316 1.04710  0.3751
H 0.36636 -3.53202 -0.48916  0.3809
H -1.91682 0.60515 3.25118  0.2755
H -2.68895 0.72828 1.63189  0.3752
H -1.41226 1.89124 2.15045  0.2618
H 0.96360 -1.46890 0.79092  0.3520
H 0.58663 2.17153 -4.25022  0.2544

No. 6
The following is a quantum chemistry calculation of 2 unconnected molecules or ions with the total composition C6H10ClN4O2 in a non-equilibrium geometry, from the OMol25 dataset.

Summary:
HOMO	-13.3	eV
E	-28950.7940	eV
charge	+1
lowest unoccupied orbital energy	-4.79	eV
ΔE to the lowest compared entry with this formula, charge and spin	92.9	kcal/mol
frontier orbital gap	8.5	eV

Each line ends with the Mulliken charge.
CARTESIAN COORDINATES (ANGSTROEM)
C 0.55478 -1.99638 2.34655  0.5944
C 0.73582 -2.30023 -0.91729  0.3692
C -0.29862 -1.60297 -0.17936  0.2532
C 2.01394 -0.09827 1.79210  -1.0067
C -1.16530 0.16614 -1.74419  -0.6529
C -0.99474 0.75738 0.56276  -0.9781
N -2.07307 -3.08020 0.37390  -0.7407
N -1.33967 -2.28928 0.02948  0.7718
N 1.04926 -1.14083 1.65747  -0.2148
N -0.40517 -0.10829 -0.43957  -0.1044
O -0.09675 -2.69023 2.99543  -0.3861
O 0.93215 -3.41586 -1.03747  -0.3350
Cl 1.93492 -1.11400 -1.77674  -0.1892
H 3.06732 -0.47501 1.48286  0.3117
H 1.88178 0.67605 1.07747  0.3712
H 1.97200 0.33291 2.75672  0.4324
H -0.49448 -0.12247 -2.66995  0.3006
H -2.04290 -0.55111 -1.68460  0.3324
H -1.48326 1.25693 -1.99783  0.3523
H -2.00280 0.66397 0.88272  0.3642
H -0.23027 0.67020 1.39592  0.3470
H -0.82660 1.75660 0.20054  0.4229
H 0.57521 0.12673 -0.42360  0.3847

No. 7
The following is a quantum chemistry calculation of C6H10F2N2O in the gas phase in a non-equilibrium geometry, from the OMol25 dataset.

Summary:
HOMO (spin up / spin down)	-7.5 / -7.5	eV
E	-16841.9188	eV
lowest unoccupied orbital energy (spin up / spin down)	0.56 / 0.56	eV
ΔE to the lowest compared entry with this formula, charge and spin	53.2	kcal/mol
frontier orbital gap (spin up / spin down)	8.1 / 8.1	eV

Each line ends with the Mulliken charge.
CARTESIAN COORDINATES (ANGSTROEM)
C 0.07258 1.16179 -0.63725  -1.3673
C 1.17969 0.55791 -0.09601  0.5537
C -1.18870 0.65762 -0.37995  1.0816
C -0.52642 -2.37743 -0.00313  -1.1409
C 2.60916 1.00633 -0.13295  -0.3945
C -1.85761 0.93070 1.06467  -0.3368
N 0.95105 -0.61959 0.51926  -0.0203
N -0.33211 -1.02436 0.62768  -0.5856
O -2.14543 0.57990 -1.31948  -0.5684
F 3.28289 0.27881 0.80063  -0.2952
F -1.04071 1.68450 1.75677  -0.2976
H 0.31328 2.04165 -1.23685  0.2796
H -0.36246 -2.39570 -0.99808  0.3612
H 0.11352 -3.08907 0.59076  0.3719
H -1.55940 -2.59490 0.07932  0.3689
H 2.63132 2.01859 0.05753  0.3729
H 2.90229 0.72060 -1.13621  0.2345
H -2.05451 -0.01427 1.44673  0.3473
H -2.69338 1.65579 0.92480  0.3314
H 1.50816 -1.49105 0.28288  0.3384
H -1.80320 0.31219 -2.21114  0.3653

No. 8
The following is a quantum chemistry calculation of a molecular structure, C6H10F3NO in a non-equilibrium geometry, from the OMol25 dataset.

Summary:
HOMO	-8.7	eV
E	-18071.6205	eV
lowest unoccupied orbital energy	0.66	eV
ΔE to the lowest compared entry with this formula, charge and spin	59.9	kcal/mol
frontier orbital gap	9.4	eV

Each line ends with the Mulliken charge.
CARTESIAN COORDINATES (ANGSTROEM)
C -1.46633 0.11255 -0.42789  0.3020
C -0.42238 0.80248 -0.05251  -0.3750
C -2.80468 0.14548 0.13880  -1.3427
C 0.95123 0.73354 -0.54465  -0.1906
C 1.53082 -1.12187 -0.05770  0.0346
C 1.64973 -1.72852 -1.42087  0.5188
N 2.81786 -0.86337 0.51032  -0.6608
O 1.97385 1.54273 0.06085  -0.5901
F 0.68482 -1.50570 -2.29378  -0.2200
F 1.94819 -2.99512 -1.49223  -0.2877
F 2.77366 -1.08345 -2.15074  -0.3224
H -1.42941 -0.67443 -1.27963  0.1589
H -0.64092 1.43862 0.77191  0.3660
H -3.35671 -0.77309 0.12433  0.3597
H -3.50586 0.68429 -0.47208  0.3390
H -3.04843 0.63309 1.18492  0.2785
H 1.09021 0.66193 -1.62961  0.3997
H 0.59853 -1.51564 0.38746  0.3913
H 2.78678 -1.34059 1.41659  0.2249
H 3.52904 -1.32456 -0.07465  0.2680
H 2.37717 0.92595 0.76011  0.3478

No. 9
The following is a quantum chemistry calculation of C6H10FN in the gas phase in a non-equilibrium geometry, from the OMol25 dataset.

Summary:
HOMO	-9.2	eV
E	-10588.3233	eV
lowest unoccupied orbital energy	0.94	eV
ΔE to the lowest compared entry with this formula, charge and spin	63.3	kcal/mol
frontier orbital gap	10.2	eV
SMILES string	CN1[C@H]2[C@H](F)CC[C@H]21

Each line ends with the Mulliken charge.
CARTESIAN COORDINATES (ANGSTROEM)
C 1.53556 -0.51525 -1.22750  -0.7167
C 0.61203 -0.61444 0.96859  0.0533
C -0.74521 -1.07946 0.47629  -0.7860
C -1.45871 0.04246 -0.19138  -0.7422
C -0.65567 1.38068 0.22181  0.3097
C 0.64282 0.78321 0.67372  -0.6463
H 0.50746 -0.76221 -1.72056  0.1965
H 2.18912 -1.32969 -1.40680  0.3147
H 1.73104 0.52805 -1.80335  0.2695
H 0.79607 -1.01234 2.09365  0.2366
H -0.68081 -1.86456 -0.32701  0.2887
H -1.24854 -1.55702 1.25865  0.4192
H -2.53460 0.33572 -0.08017  0.4236
H -1.27389 -0.02542 -1.34883  0.1542
H -0.62538 2.28687 -0.44364  0.2918
H 0.93528 1.46214 1.37168  0.5125
N 1.55076 -0.10644 0.14100  -0.2339
F -1.27733 2.04769 1.34384  -0.3451

No. 10
The following is a quantum chemistry calculation of C6H10FN in the gas phase in a non-equilibrium geometry, from the OMol25 dataset.

Summary:
HOMO	-9.1	eV
E	-10588.6818	eV
lowest unoccupied orbital energy	1.03	eV
ΔE to the lowest compared entry with this formula, charge and spin	55.1	kcal/mol
frontier orbital gap	10.1	eV
SMILES string	NC/C=C\[C@H]1C[C@H]1F

Each line ends with the Mulliken charge.
CARTESIAN COORDINATES (ANGSTROEM)
C -1.78581 -0.30640 0.61918  -0.5017
C -1.18186 -1.17284 -0.38412  -0.4221
C 0.16999 -1.35787 -0.50882  -0.4679
C 1.15032 -0.74346 0.49485  -0.1716
C 2.42057 -0.13160 -0.02547  -0.6897
C 1.26872 0.76521 0.41448  0.1005
H -1.64218 1.13940 -0.74116  0.2714
H -3.23573 0.63530 -0.54352  0.2606
H -0.98610 -0.02057 1.34715  0.2173
H -2.64204 -0.61624 1.24963  0.4062
H -1.81823 -1.59314 -1.17036  0.3184
H 0.60096 -1.99564 -1.21642  0.4915
H 1.20170 -1.22260 1.48087  0.3869
H 2.83098 -0.16702 -1.12450  0.2579
H 3.37304 -0.22145 0.62250  0.2278
H 1.48460 1.39349 1.34241  0.3061
N -2.32740 0.93692 0.07696  -0.6612
F 0.54147 1.53243 -0.60509  -0.3303